# 1
Entry from OMol25: a molecular structure, C27H16I2IrN4O (ωB97M-V/def2-TZVPD).

The HOMO energy (spin up / spin down) comes out at -8.2 / -11.3 eV. The value obtained for the LUMO energy (spin up / spin down) is -3.269 / -5.053 eV. Its total charge is +1. For the gap between HOMO and LUMO (spin up / spin down), the calculation gives 4.92 / 6.25 eV. Its spin multiplicity is 5.

```
51
C27H16I2IrN4O ωB97M-V/def2-TZVPD
Ir 0.535 -0.121 -0.527
C 3.105 2.764 1.452
C 2.253 2.164 0.516
N 1.840 0.920 0.636
C 2.240 0.165 1.709
C 3.092 0.700 2.686
C 3.522 2.036 2.530
C 3.476 -0.109 3.781
C 3.012 -1.389 3.866
C 2.156 -1.926 2.888
C 1.750 -1.181 1.801
N 0.910 -1.550 0.746
C 0.164 -2.716 0.545
C 0.145 -3.873 1.295
C -0.677 -4.959 0.945
C -1.488 -4.915 -0.150
C -1.508 -3.752 -0.956
C -2.325 -3.624 -2.101
C -2.301 -2.469 -2.828
C -1.457 -1.427 -2.421
N -0.683 -1.522 -1.361
C -0.688 -2.669 -0.610
H 3.415 3.788 1.307
H 1.895 2.706 -0.350
H 4.178 2.472 3.273
H 4.135 0.296 4.537
H 3.302 -2.012 4.701
H 1.839 -2.943 3.020
H 0.761 -3.987 2.166
H -0.658 -5.846 1.565
H -2.117 -5.755 -0.413
H -2.969 -4.446 -2.386
H -2.917 -2.340 -3.706
H -1.411 -0.493 -2.966
I -3.602 1.758 2.401
C -2.826 2.427 0.602
C -3.352 3.499 -0.043
C -2.799 3.930 -1.270
I -3.685 5.575 -2.162
C -1.685 3.284 -1.886
C -1.098 3.668 -3.097
C 0.009 2.927 -3.589
C 0.484 1.868 -2.894
N -0.077 1.466 -1.694
C -1.145 2.166 -1.201
C -1.687 1.712 0.038
O -1.189 0.705 0.640
H -4.196 4.025 0.380
H -1.483 4.514 -3.645
H 0.480 3.202 -4.521
H 1.326 1.287 -3.247
```

=====

# 2
Entry from OMol25: a molecular structure, C27H17AuBr3N2O3PS2 in a non-equilibrium geometry (ωB97M-V/def2-TZVPD).

The HOMO energy (spin up / spin down) comes out at -7.5 / -8.4 eV. The value obtained for the LUMO energy (spin up / spin down) is -1.061 / -3.148 eV. For the gap between HOMO and LUMO (spin up / spin down), the calculation gives 6.42 / 5.28 eV. As for the energy above the lowest of the compared OMol25 structures with the same formula, charge and spin: 12.7 kcal/mol. Its spin multiplicity is 3.

```
56
C27H17AuBr3N2O3PS2 ωB97M-V/def2-TZVPD
Au -1.409 0.533 -0.512
Br -1.259 -4.266 1.873
C -2.785 -3.354 1.266
C -4.022 -3.969 1.279
C -5.117 -3.308 0.764
Br -6.788 -4.194 0.784
C -5.013 -1.997 0.238
C -6.069 -1.307 -0.385
C -5.865 -0.026 -0.834
C -4.619 0.571 -0.630
N -3.614 -0.072 -0.086
C -3.760 -1.338 0.304
C -2.570 -2.033 0.778
O -1.428 -1.534 0.718
H -4.123 -4.974 1.663
H -7.025 -1.793 -0.520
H -6.645 0.521 -1.338
H -4.426 1.589 -0.927
S 0.550 1.833 -1.472
P 0.976 1.827 0.504
S -0.727 1.590 1.550
C 1.819 3.330 1.090
C 3.105 3.624 0.651
C 3.835 4.602 1.298
C 3.284 5.297 2.363
C 1.973 5.060 2.741
C 1.238 4.072 2.109
C 2.194 0.526 0.882
C 2.049 -0.270 2.008
C 3.029 -1.198 2.313
C 4.154 -1.314 1.515
C 4.288 -0.526 0.384
C 3.304 0.387 0.057
H 3.539 3.094 -0.183
H 4.848 4.799 0.983
H 3.885 6.020 2.894
H 1.535 5.623 3.552
H 0.222 3.863 2.411
H 1.174 -0.163 2.634
H 2.916 -1.828 3.182
H 4.925 -2.026 1.765
H 5.159 -0.625 -0.246
H 3.388 0.980 -0.843
Br 3.344 -0.738 -5.193
C 2.170 -1.151 -3.767
C 2.679 -1.574 -2.545
N 1.894 -1.867 -1.534
C 0.586 -1.775 -1.645
C -0.009 -1.353 -2.831
C 0.796 -1.040 -3.916
C -1.537 -1.262 -3.009
O -2.028 -2.047 -3.794
O -2.124 -0.365 -2.351
H 3.740 -1.692 -2.379
H 0.017 -2.041 -0.766
H 0.348 -0.723 -4.847
```

=====

# 3
Entry from OMol25: a molecular structure, C27H18BrMoN4O4S2 (ωB97M-V/def2-TZVPD).

The HOMO energy (spin up / spin down) comes out at -10.6 / -10.7 eV. The value obtained for the LUMO energy (spin up / spin down) is -4.794 / -4.292 eV. Its total charge is +1. For the gap between HOMO and LUMO (spin up / spin down), the calculation gives 5.76 / 6.42 eV. As for the energy above the lowest of the compared OMol25 structures with the same formula, charge and spin: 20.8 kcal/mol. Its spin multiplicity is 3.

```
57
C27H18BrMoN4O4S2 ωB97M-V/def2-TZVPD
Mo -0.789 0.175 0.695
O 0.076 1.763 -0.138
N -0.189 3.017 0.290
C 0.393 4.012 -0.413
C 0.199 5.311 -0.044
C -0.601 5.582 1.070
C -1.179 4.548 1.766
C -0.972 3.223 1.370
S -1.709 1.873 2.164
H 0.989 3.677 -1.249
H 0.665 6.100 -0.615
H -0.768 6.604 1.383
H -1.806 4.725 2.627
Br 4.375 -3.310 5.461
C 3.558 -4.341 4.106
C 3.852 -4.078 2.777
C 3.229 -4.815 1.781
C 2.327 -5.814 2.126
C 2.096 -6.120 3.460
C 2.691 -5.366 4.458
N 1.675 -6.650 1.156
N 1.076 -6.170 0.189
C 0.945 -4.749 0.028
C 1.416 -4.170 -1.118
C 1.314 -2.781 -1.353
C 0.690 -1.974 -0.438
O 0.539 -0.649 -0.560
C 0.131 -2.578 0.718
N -0.578 -1.734 1.539
C -1.183 -2.228 2.612
C -1.129 -3.585 2.926
C -0.441 -4.447 2.104
C 0.228 -3.957 0.968
H 4.565 -3.307 2.521
H 3.466 -4.621 0.744
H 1.447 -6.952 3.705
H 2.502 -5.583 5.500
H 1.904 -4.800 -1.851
H 1.722 -2.349 -2.256
H -1.744 -1.529 3.215
H -1.649 -3.944 3.802
H -0.434 -5.509 2.313
O -3.844 -6.557 -2.165
C -2.726 -5.808 -2.111
O -1.664 -6.261 -2.419
C -2.869 -4.392 -1.629
C -1.965 -3.458 -2.121
C -1.983 -2.157 -1.652
C -2.892 -1.798 -0.661
S -2.892 -0.188 0.088
C -3.821 -2.719 -0.185
C -3.809 -4.016 -0.675
H -4.633 -6.018 -2.032
H -1.243 -3.770 -2.863
H -1.297 -1.422 -2.053
H -4.538 -2.430 0.573
H -4.514 -4.734 -0.275
```

=====

# 4
Entry from OMol25: a molecular structure, C27H19Cl6MgN7OS (ωB97M-V/def2-TZVPD).

The HOMO energy comes out at -8.3 eV. The value obtained for the LUMO energy is -0.631 eV. For the gap between HOMO and LUMO, the calculation gives 7.62 eV. As for the energy above the lowest of the compared OMol25 structures with the same formula, charge and spin: 0.0 kcal/mol.

```
62
C27H19Cl6MgN7OS ωB97M-V/def2-TZVPD
Mg -1.608 -1.579 -3.218
N -1.168 -3.625 -2.422
N -2.330 -4.122 -1.766
C -2.422 -3.935 -0.422
N -3.669 -4.073 0.063
S -1.120 -3.562 0.558
H -0.906 -4.292 -3.142
H -0.434 -3.626 -1.708
H -3.153 -3.834 -2.311
H -4.454 -4.279 -0.532
H -3.802 -4.004 1.055
Cl 0.378 -3.813 -5.608
C -0.058 -2.182 -6.127
C -0.737 -1.386 -5.232
C -1.005 -0.113 -5.693
Cl -1.839 0.967 -4.555
C -0.669 0.375 -6.947
Cl -1.059 1.979 -7.434
C 0.007 -0.484 -7.816
Cl 0.455 0.062 -9.386
C 0.325 -1.778 -7.404
Cl 1.178 -2.831 -8.467
C 2.837 4.395 8.483
O 3.617 3.921 7.401
C 2.965 3.368 6.352
C 1.585 3.234 6.268
C 1.026 2.651 5.137
C 1.818 2.201 4.090
C 3.205 2.340 4.193
C 3.773 2.914 5.307
C 1.259 1.589 2.882
N 1.968 1.090 1.898
C 1.049 0.637 0.986
C -0.232 0.864 1.425
N -0.087 1.478 2.647
C -1.398 0.506 0.681
C -2.725 0.704 1.085
C -3.744 0.301 0.260
C -3.432 -0.307 -0.960
N -2.188 -0.505 -1.357
C -1.177 -0.109 -0.561
C 0.177 -0.352 -1.042
N 0.290 -0.942 -2.245
C 1.494 -1.185 -2.724
C 2.664 -0.864 -2.028
C 2.564 -0.264 -0.798
C 1.291 0.010 -0.280
H 3.540 4.798 9.206
H 2.266 3.585 8.944
H 2.156 5.187 8.160
H 0.938 3.572 7.064
H -0.052 2.552 5.105
H 3.826 1.988 3.382
H 4.845 3.025 5.395
H -0.818 1.799 3.254
H -2.946 1.169 2.038
H -4.780 0.438 0.535
H -4.198 -0.653 -1.643
H 1.530 -1.652 -3.702
H 3.625 -1.093 -2.467
H 3.439 0.003 -0.220
Cl -3.878 -2.259 -3.637
```

=====

# 5
Entry from OMol25: a molecular structure, C27H20BrClN4O6Os (ωB97M-V/def2-TZVPD).

The HOMO energy (spin up / spin down) comes out at -14.0 / -14.3 eV. The value obtained for the LUMO energy (spin up / spin down) is -6.649 / -9.329 eV. Its total charge is +2. For the gap between HOMO and LUMO (spin up / spin down), the calculation gives 7.30 / 4.98 eV. As for the energy above the lowest of the compared OMol25 structures with the same formula, charge and spin: 0.0 kcal/mol. Its spin multiplicity is 5.

```
60
C27H20BrClN4O6Os ωB97M-V/def2-TZVPD
Os -0.068 -0.589 -0.961
O 2.335 -0.829 2.390
C 1.841 -1.767 3.115
C 2.461 -2.044 4.378
C 2.020 -3.103 5.107
C 0.959 -3.898 4.617
C 0.302 -3.587 3.392
C 0.709 -2.531 2.647
C 0.018 -2.141 1.361
O 0.938 -1.596 0.434
N -1.031 -1.150 1.639
N -1.311 -0.310 0.596
C -2.211 0.623 0.685
C -2.530 1.481 -0.406
Br -1.531 1.130 -2.030
C -3.358 2.542 -0.440
C -4.217 3.047 0.615
C -4.845 2.240 1.570
C -5.577 2.815 2.590
C -5.682 4.200 2.678
C -5.098 5.008 1.712
C -4.393 4.434 0.669
H 1.919 -0.904 1.467
H 3.291 -1.424 4.695
H 2.491 -3.351 6.049
H 0.638 -4.767 5.179
H -0.530 -4.197 3.058
H -0.449 -3.028 0.929
H -1.413 -0.979 2.554
H -2.736 0.771 1.621
H -3.349 3.133 -1.353
H -4.837 1.160 1.462
H -6.086 2.190 3.313
H -6.241 4.648 3.490
H -5.202 6.083 1.769
H -3.949 5.060 -0.098
O 2.060 -4.780 -4.658
C 2.858 -3.736 -4.583
O 3.916 -3.682 -5.137
C 2.401 -2.542 -3.760
C 3.133 -1.358 -3.667
Cl 4.648 -1.004 -4.301
N 2.473 -0.488 -2.872
N 1.333 -1.065 -2.444
C 1.275 -2.291 -2.962
C 0.045 -3.078 -2.571
O -0.140 -4.200 -2.986
O -0.772 -2.443 -1.777
C 2.726 0.895 -2.583
C 2.470 1.367 -1.302
C 2.617 2.714 -1.014
C 3.046 3.588 -2.003
C 3.338 3.102 -3.270
C 3.174 1.758 -3.570
H 1.236 -4.689 -4.123
H 2.232 0.672 -0.504
H 2.429 3.074 -0.011
H 3.158 4.642 -1.785
H 3.695 3.774 -4.039
H 3.374 1.401 -4.570
```

=====

# 6
Entry from OMol25: a molecular structure, C27H20ClFeIN5O7 (ωB97M-V/def2-TZVPD).

The HOMO energy (spin up / spin down) comes out at -4.4 / -4.4 eV. The value obtained for the LUMO energy (spin up / spin down) is 2.001 / 2.001 eV. Its total charge is -1. For the gap between HOMO and LUMO (spin up / spin down), the calculation gives 6.35 / 6.38 eV. As for the energy above the lowest of the compared OMol25 structures with the same formula, charge and spin: 0.0 kcal/mol. Its spin multiplicity is 5.

```
62
C27H20ClFeIN5O7 ωB97M-V/def2-TZVPD
Fe -0.244 0.385 -0.335
Cl 5.174 -3.989 0.798
C 4.118 -2.599 0.709
C 4.507 -1.420 1.276
C 3.668 -0.294 1.251
I 4.320 1.501 2.082
C 2.395 -0.327 0.688
O 1.546 0.627 0.719
C 2.051 -1.562 0.009
N 0.872 -1.531 -0.651
C 0.453 -2.604 -1.274
C 1.190 -3.802 -1.277
C 2.396 -3.849 -0.633
C 2.877 -2.701 0.032
H 5.473 -1.355 1.758
H -0.497 -2.526 -1.790
H 0.798 -4.667 -1.794
H 2.990 -4.753 -0.628
O -5.586 -2.544 -1.590
C -4.554 -1.969 -1.339
C -3.620 -1.311 -2.342
O -3.769 -1.278 -3.553
C -2.545 -0.751 -1.543
C -2.683 -1.072 -0.179
O -1.805 -0.725 0.671
C -3.954 -1.769 0.046
O -4.457 -2.101 1.103
O -1.527 -0.058 -1.932
C -3.165 1.566 1.796
C -1.671 1.686 1.927
O -0.954 2.054 0.989
N -1.176 1.439 3.155
C 0.240 1.400 3.452
C 0.781 -0.004 3.617
C 1.963 -0.234 4.315
C 2.485 -1.515 4.324
C 1.808 -2.524 3.655
C 0.617 -2.201 3.022
N 0.112 -0.971 3.008
H -3.432 1.634 0.746
H -3.648 2.376 2.347
H -3.504 0.605 2.184
H -1.790 0.947 3.783
H 0.449 1.990 4.348
H 0.762 1.858 2.610
H 2.474 0.582 4.809
H 3.419 -1.721 4.833
H 2.193 -3.534 3.618
H 0.039 -2.953 2.495
N 0.399 0.713 -3.698
C 0.955 1.771 -3.053
C 1.779 2.686 -3.741
C 2.339 3.733 -3.055
C 2.083 3.877 -1.691
C 1.278 2.936 -1.090
N 0.726 1.900 -1.737
H 0.395 0.750 -4.702
H -0.409 0.273 -3.250
H 1.956 2.545 -4.800
H 2.974 4.441 -3.574
H 2.504 4.686 -1.112
H 1.056 2.983 -0.033
```

=====

# 7
Entry from OMol25: a molecular structure, C27H20F6N3O4STl in a non-equilibrium geometry (ωB97M-V/def2-TZVPD).

The HOMO energy comes out at -2.1 eV. The value obtained for the LUMO energy is 3.973 eV. Its total charge is -2. For the gap between HOMO and LUMO, the calculation gives 6.07 eV. As for the energy above the lowest of the compared OMol25 structures with the same formula, charge and spin: 2.4 kcal/mol.

```
62
C27H20F6N3O4STl ωB97M-V/def2-TZVPD
Tl 2.504 -2.036 0.333
S -1.530 0.565 6.595
C -0.596 0.224 5.261
N 0.304 1.137 4.781
C 1.248 0.877 3.846
C 1.329 -0.364 3.264
C 0.300 -1.289 3.595
C -0.670 -1.013 4.531
H 0.280 1.982 5.322
H 1.990 1.650 3.650
H 2.061 -0.570 2.516
H 0.197 -2.218 3.043
H -1.563 -1.626 4.694
F -3.207 -0.148 -3.829
C -3.276 -0.737 -2.593
C -2.416 -1.721 -2.240
N -2.355 -2.151 -0.958
C -1.372 -3.126 -0.495
C -0.952 -4.248 -1.511
O -1.679 -4.441 -2.500
O 0.068 -4.858 -1.140
C -3.194 -1.651 0.040
O -3.163 -1.946 1.216
N -4.085 -0.694 -0.428
C -4.182 -0.145 -1.719
O -5.041 0.697 -1.995
H -1.664 -2.105 -2.855
H -1.743 -3.575 0.439
H -0.492 -2.609 -0.113
H -4.640 -0.265 0.269
C -3.405 2.521 0.343
C -2.939 2.067 1.551
C -1.756 1.286 1.599
C -1.005 1.111 0.389
C -1.481 1.628 -0.805
C -2.657 2.368 -0.821
C 0.263 0.259 0.459
C 1.508 0.263 -0.079
C 2.028 1.322 -0.966
C 2.163 1.170 -2.347
C 2.548 2.212 -3.181
C 2.916 3.466 -2.666
C 2.752 3.633 -1.296
C 2.409 2.590 -0.464
H -4.394 3.034 0.274
H -3.560 2.259 2.464
H -1.386 0.781 2.479
H -0.876 1.452 -1.678
H -3.082 2.793 -1.712
H 0.116 -0.599 1.095
H 1.850 0.248 -2.843
H 2.697 2.070 -4.263
H 3.298 4.240 -3.285
H 2.905 4.625 -0.923
H 2.192 2.746 0.614
F 5.095 -0.803 -0.598
C 4.429 -1.879 -1.214
F 5.145 -3.036 -0.858
C 4.855 -1.798 -2.706
F 4.207 -2.851 -3.284
F 4.535 -0.716 -3.406
F 6.173 -2.054 -2.891
```

=====

# 8
Entry from OMol25: a molecular structure, C27H20F6N3O4STl in a non-equilibrium geometry (ωB97M-V/def2-TZVPD).

The HOMO energy comes out at -1.5 eV. The value obtained for the LUMO energy is 4.322 eV. Its total charge is -2. For the gap between HOMO and LUMO, the calculation gives 5.81 eV. As for the energy above the lowest of the compared OMol25 structures with the same formula, charge and spin: 0.0 kcal/mol.

```
62
C27H20F6N3O4STl ωB97M-V/def2-TZVPD
Tl -13.280 8.560 9.165
S -10.372 14.276 8.077
C -11.559 13.789 9.241
N -12.633 13.025 8.927
C -13.433 12.406 9.827
C -13.245 12.547 11.164
C -12.248 13.499 11.562
C -11.381 14.018 10.639
H -12.721 12.771 7.950
H -14.133 11.747 9.446
H -13.859 12.038 11.905
H -12.164 13.707 12.613
H -10.473 14.645 10.920
F -8.499 13.926 11.609
C -8.494 12.684 12.123
C -9.298 11.749 11.596
N -9.218 10.404 11.876
C -10.365 9.519 11.527
C -11.702 9.734 12.261
O -11.754 10.607 13.152
O -12.621 9.025 11.818
C -8.163 9.965 12.645
O -7.975 8.818 12.951
N -7.319 10.996 13.110
C -7.495 12.341 13.106
O -6.832 13.089 13.817
H -10.053 12.016 10.857
H -9.892 8.566 11.623
H -10.635 9.669 10.406
H -6.730 10.634 13.858
C -19.812 5.286 10.822
C -19.671 6.673 10.748
C -18.408 7.228 10.680
C -17.295 6.371 10.409
C -17.507 4.992 10.389
C -18.744 4.458 10.609
C -15.915 6.934 10.266
C -15.571 8.192 9.902
C -16.408 9.367 9.674
C -16.976 9.746 8.410
C -17.805 10.842 8.294
C -18.163 11.595 9.425
C -17.616 11.264 10.657
C -16.720 10.192 10.804
H -20.825 4.893 10.859
H -20.508 7.332 10.847
H -18.180 8.283 10.784
H -16.553 4.448 10.266
H -18.882 3.411 10.602
H -15.161 6.235 10.593
H -16.851 9.055 7.564
H -18.186 11.041 7.277
H -18.817 12.472 9.382
H -17.800 11.838 11.557
H -16.282 9.933 11.717
F -13.285 5.216 10.010
C -13.079 6.053 8.914
F -14.059 5.605 8.009
C -11.692 5.684 8.325
F -11.405 6.442 7.275
F -11.533 4.402 7.894
F -10.764 5.972 9.224
```

=====

no.,total energy (hartree)
1,-2032.27341
2,-10369.81550
3,-4998.05379
4,-4858.49541
5,-4835.57139
6,-3863.19998
7,-2676.02377
8,-2676.02752